Record 1
36
Properties=species:S:1:pos:R:3:forces:R:3 method="wB97M-V/def2-TZVPD" e_above_lowest_ev=2.173 spin_multiplicity=1 fmax_ha_per_bohr=0.0804 gap_ev=9.9378 energy_ha=-917.2455 mol_weight_da=216.180 lumo_ev=-0.27
O -2.952 -0.673 2.040 -2.834 -2.680 1.365
H -2.397 0.001 1.741 0.593 1.782 -1.023
H -3.910 -0.507 1.856 1.707 0.091 -0.102
O 1.672 -3.451 0.099 0.155 -3.067 -1.241
H 1.726 -2.608 0.451 0.081 2.834 1.285
H 2.598 -3.722 0.089 -0.173 -0.133 -0.101
O -0.387 -2.445 2.090 2.139 0.758 0.777
H -1.014 -2.901 2.605 -1.249 -0.701 0.901
H -0.765 -2.307 1.251 -0.880 0.229 -1.631
O 1.119 2.654 -0.717 -0.833 1.758 0.544
H 0.948 2.123 -1.478 0.281 -1.292 -1.443
H 0.360 3.257 -0.708 0.339 -0.083 0.219
O 2.066 -1.076 1.518 -0.233 1.117 0.426
H 2.167 -0.095 1.620 0.444 -0.583 0.128
H 1.265 -1.268 2.035 0.090 -0.433 0.030
O 1.810 -1.969 -2.344 0.119 1.842 -0.550
H 1.367 -1.477 -1.641 0.134 0.461 -0.151
H 1.547 -2.825 -2.101 -0.291 -2.183 0.411
O -1.655 1.016 -1.856 -1.512 0.980 -1.865
H -1.235 0.205 -2.066 1.245 -1.573 0.244
H -2.371 0.980 -2.545 0.821 0.611 0.669
O -3.681 0.924 -0.271 -2.323 -0.190 0.595
H -2.993 0.929 -0.924 1.039 0.256 0.556
H -3.456 1.363 0.550 0.506 0.082 -0.413
O 0.424 -0.238 -0.473 2.116 -1.948 -0.872
H -0.170 0.376 -0.146 -1.963 1.977 1.222
H 1.145 -0.306 0.199 -0.591 -0.329 -0.553
O -1.284 1.243 1.530 0.438 1.594 -0.325
H -1.235 2.215 1.544 -0.290 -0.343 -0.430
H -0.762 1.061 2.303 0.559 -0.711 0.714
O 2.168 1.658 1.342 -0.135 -1.994 -0.555
H 1.736 1.910 0.499 0.064 -0.028 -0.116
H 2.204 2.464 1.789 0.375 1.866 1.398
O 1.548 1.150 -2.998 -1.376 -1.367 0.691
H 1.614 1.794 -3.684 -0.022 0.566 -0.945
H 0.773 0.560 -3.209 1.462 0.836 0.140

Record 2
36
Properties=species:S:1:pos:R:3:forces:R:3 method="wB97M-V/def2-TZVPD" e_above_lowest_ev=3.325 spin_multiplicity=1 fmax_ha_per_bohr=0.0646 gap_ev=9.3673 energy_ha=-917.2032 mol_weight_da=216.180 lumo_ev=-0.49
O 3.412 1.004 -0.521 1.165 0.664 0.009
H 3.550 0.806 -1.452 -0.041 -0.195 0.014
H 2.877 0.320 -0.125 -0.369 0.019 0.128
O -1.248 -2.507 -0.270 -0.070 -1.434 -0.708
H -0.559 -3.028 -0.712 0.173 0.693 0.037
H -1.965 -3.119 -0.536 -0.271 0.855 0.505
O 0.818 0.954 -0.548 -0.051 -1.426 -1.309
H 0.919 -0.007 -0.830 -0.197 1.683 0.409
H 1.387 1.417 -1.190 -0.268 -0.121 0.491
O 0.865 -0.554 1.585 -1.183 -0.659 0.050
H -0.031 -0.369 1.243 0.612 -0.141 0.120
H 1.175 0.288 1.911 0.436 0.366 -0.054
O -2.491 0.171 -2.309 1.346 -0.785 1.362
H -2.240 0.323 -1.371 -1.087 0.445 -0.332
H -1.563 0.066 -2.549 -0.011 -0.099 -1.152
O -1.640 2.482 -0.799 3.139 -0.412 0.998
H -1.951 2.385 0.107 -0.551 0.345 0.072
H -0.629 2.408 -0.548 -2.799 0.151 -1.093
O -3.097 1.477 2.082 0.069 -0.301 0.038
H -3.079 0.639 1.606 -0.001 0.097 -0.127
H -3.641 1.280 2.847 -0.189 0.122 0.171
O 2.945 -1.337 3.022 0.310 1.107 0.066
H 2.031 -1.550 3.226 0.146 -0.551 -0.218
H 3.501 -2.096 2.894 -0.165 -0.654 0.220
O -4.085 2.290 -2.637 0.898 -0.941 -0.282
H -3.906 1.318 -2.616 -0.580 1.017 -0.032
H -3.146 2.547 -2.722 -0.689 0.359 0.291
O -0.508 2.674 1.821 -0.224 -1.205 1.326
H -1.263 2.715 2.434 -0.154 0.779 -0.519
H -0.268 1.771 2.111 0.473 0.527 -0.681
O 2.634 -1.375 -1.895 0.090 -0.094 0.568
H 2.407 -2.292 -1.615 0.067 0.548 -0.372
H 3.186 -1.065 -1.155 -0.072 -0.340 -0.619
O 1.994 -3.540 -0.512 -0.824 0.002 0.789
H 2.513 -3.151 0.204 0.247 -0.155 0.017
H 1.095 -3.345 -0.181 0.624 -0.268 -0.179

Record 3
37
Properties=species:S:1:pos:R:3:forces:R:3 method="wB97M-V/def2-TZVPD" e_above_lowest_ev=1.215 spin_multiplicity=1 fmax_ha_per_bohr=0.0166 gap_ev=9.9659 energy_ha=-1246.6122 mol_weight_da=347.470 lumo_ev=-0.17
Xe -3.769 18.243 10.528 0.172 -0.006 -0.058
O -3.330 16.668 13.957 -0.189 -0.115 0.116
H -2.561 17.083 13.565 0.209 -0.023 -0.313
H -3.438 17.112 14.799 0.018 0.089 0.379
O -3.921 15.224 8.689 0.192 0.181 -0.810
H -3.984 14.297 8.456 -0.041 -0.257 -0.145
H -4.427 15.303 9.498 -0.312 0.099 0.257
O -1.468 20.891 8.941 0.146 -0.160 0.089
H -0.829 21.528 8.620 0.323 0.182 -0.057
H -2.104 21.414 9.429 -0.183 0.116 0.221
O -5.451 18.376 6.328 -0.271 -0.041 -0.173
H -4.736 18.468 6.958 0.514 0.204 0.064
H -6.229 18.232 6.867 -0.242 -0.117 0.048
O 0.514 16.643 11.244 0.364 0.028 0.230
H -0.193 16.755 10.608 -0.327 -0.063 -0.418
H 0.229 17.141 12.010 0.023 0.043 0.194
O -5.969 17.083 12.994 -0.501 0.285 0.155
H -6.028 16.387 12.341 0.002 -0.223 -0.197
H -5.117 16.951 13.410 0.587 -0.208 0.069
O -1.099 15.953 9.018 0.160 0.066 0.067
H -0.673 15.098 8.960 0.357 -0.233 0.018
H -1.713 15.966 8.284 -0.407 0.165 -0.186
O -5.692 14.837 10.897 0.105 0.196 0.059
H -5.602 13.900 11.071 -0.013 -0.413 0.257
H -6.424 14.898 10.283 -0.388 0.138 -0.212
O -6.871 19.624 12.242 -0.276 0.392 0.071
H -6.434 20.269 11.685 0.029 0.246 -0.373
H -6.172 19.033 12.520 -0.012 -0.626 0.158
O -2.681 14.848 11.171 0.119 -0.373 0.739
H -2.414 15.046 10.273 0.219 0.334 -0.329
H -3.638 14.861 11.145 -0.039 0.112 0.248
O -3.030 20.007 6.899 -0.519 -0.252 -0.329
H -2.767 20.442 6.088 -0.133 -0.013 -0.300
H -2.349 20.243 7.529 0.387 0.056 0.555
O -5.690 20.924 9.770 -0.139 0.245 0.269
H -4.820 21.301 9.639 0.149 0.091 -0.095
H -5.881 20.469 8.950 -0.083 -0.144 -0.266

Record 4
54
Properties=species:S:1:pos:R:3:forces:R:3 method="wB97M-V/def2-TZVPD" e_above_lowest_ev=0.000 spin_multiplicity=1 fmax_ha_per_bohr=0.0783 gap_ev=6.3553 energy_ha=-8352.9486 mol_weight_da=700.539 lumo_ev=-1.28
Zn 16.129 -16.121 -15.026 -1.016 -0.571 1.367
Zn 16.204 -19.377 -11.604 -0.935 0.719 0.173
Zn 13.968 -21.441 -15.230 -0.232 0.766 1.480
S 15.009 -16.209 -12.096 -1.380 -0.301 3.773
O 13.622 -16.188 -12.506 -0.395 -0.247 -1.176
O 15.448 -17.621 -11.840 0.262 0.535 -0.591
O 15.829 -15.642 -13.208 2.211 0.813 -2.125
O 15.242 -15.426 -10.885 0.363 -0.331 -1.084
S 16.457 -19.504 -14.777 1.235 -0.322 0.162
O 15.535 -20.372 -15.519 0.246 0.382 -1.169
O 16.559 -19.962 -13.406 0.112 -0.386 -0.721
O 17.798 -19.717 -15.404 0.057 0.057 -0.458
O 16.090 -18.105 -14.914 -0.277 0.053 -0.159
S 13.188 -20.442 -12.138 -2.669 0.110 2.010
O 12.587 -21.713 -11.729 0.620 -0.246 -0.214
O 12.363 -19.289 -11.876 0.105 -0.100 -0.198
O 14.487 -20.288 -11.422 1.032 -0.634 -0.095
O 13.380 -20.516 -13.624 0.851 -0.107 -2.387
O 15.012 -22.806 -14.012 0.195 -0.811 0.275
H 15.975 -22.861 -13.955 -0.100 0.162 -0.204
H 14.684 -23.002 -13.117 -0.332 0.414 -0.121
O 17.106 -18.707 -18.043 0.309 0.297 -0.059
H 17.614 -19.220 -17.391 -0.178 0.018 0.108
H 16.263 -19.167 -18.097 0.011 -0.049 0.067
O 19.623 -18.277 -14.011 -0.383 -0.271 -0.337
H 20.461 -18.317 -14.501 -0.130 0.034 0.210
H 18.966 -18.764 -14.578 0.586 0.552 0.459
O 18.148 -18.464 -11.612 0.565 0.183 0.488
H 18.232 -17.653 -11.093 -0.245 -0.023 -0.121
H 18.838 -18.406 -12.301 -0.262 -0.115 -0.175
O 17.099 -21.173 -10.926 0.374 -0.437 0.591
H 17.379 -21.877 -11.522 0.112 0.324 -0.221
H 16.769 -21.618 -10.136 -0.186 0.176 -0.108
O 14.481 -22.366 -17.025 -0.253 -0.394 -0.539
H 13.962 -22.966 -17.573 -0.043 0.043 0.198
H 15.268 -22.141 -17.552 0.249 0.051 0.536
O 21.534 -19.024 -15.960 -0.065 -0.167 -0.096
H 22.278 -19.635 -15.904 -0.023 0.086 0.041
H 20.772 -19.586 -16.150 0.113 -0.016 -0.032
O 17.355 -21.867 -17.251 -0.298 0.152 0.249
H 18.303 -21.927 -17.406 -0.066 -0.085 -0.030
H 17.265 -21.347 -16.427 0.196 -0.154 -0.397
O 19.299 -21.381 -13.651 -0.129 0.043 -0.236
H 19.927 -20.830 -13.172 -0.067 0.035 0.020
H 18.787 -20.748 -14.195 0.194 -0.373 0.330
O 16.629 -16.222 -16.965 0.272 0.495 -0.391
H 17.079 -16.994 -17.377 -0.334 -0.524 0.226
H 16.355 -15.658 -17.698 0.032 0.154 0.270
O 12.764 -20.050 -16.519 -0.675 -0.327 -0.037
H 12.938 -19.265 -17.044 0.267 -0.017 0.073
H 11.825 -19.995 -16.284 0.205 0.061 0.193
O 14.077 -16.025 -15.311 -0.560 -0.230 -0.461
H 13.642 -16.367 -16.098 0.041 0.037 0.008
H 13.582 -16.403 -14.541 0.418 0.485 0.638

Record 5
38
Properties=species:S:1:pos:R:3:forces:R:3 method="wB97M-V/def2-TZVPD" charge=-1 e_above_lowest_ev=4.282 spin_multiplicity=1 fmax_ha_per_bohr=0.1143 gap_ev=8.0031 energy_ha=-993.0804 mol_weight_da=233.187 lumo_ev=2.41
O 2.606 0.323 1.634 0.477 -0.199 1.152
H 2.790 0.548 0.733 0.108 0.543 -0.734
H -0.357 3.197 1.522 1.579 0.245 -0.732
O -2.045 2.654 0.362 -1.391 2.394 3.702
H -2.023 2.196 -0.425 -0.536 -1.854 -2.467
H -3.000 2.740 0.676 1.912 -0.620 -1.131
O -2.521 -0.824 0.631 0.822 -0.504 0.146
H -1.999 -1.641 0.481 -0.613 -0.398 -0.396
O -4.339 0.801 -0.241 0.684 -0.603 0.880
H -3.790 0.289 0.457 -0.955 0.703 -1.735
H -4.025 0.386 -1.062 -0.148 0.166 0.508
O 0.598 3.480 1.428 -2.386 1.067 3.631
H 1.636 0.572 -1.379 0.436 -0.431 -0.147
H 0.935 3.159 0.650 0.873 -1.473 -2.996
O 3.746 0.581 -2.408 -3.698 1.651 -4.260
H 4.286 0.221 -1.809 3.334 -2.284 3.710
H 3.495 -0.136 -3.024 0.258 0.538 0.521
O -0.923 -0.014 2.788 1.390 -4.367 0.025
H -0.208 0.039 2.148 0.302 1.255 -0.581
H -2.045 -0.650 1.457 -0.270 1.071 0.532
O 1.293 -1.722 0.253 -2.363 -2.177 -0.700
H 1.939 -1.090 0.326 3.088 1.575 0.554
H 0.968 -0.140 -0.125 -0.663 -0.897 -0.430
O 1.184 0.692 -0.552 -0.220 2.193 0.187
H 1.845 0.875 1.830 -0.027 0.222 0.181
H -0.631 -1.051 2.877 -1.197 2.635 0.778
O 0.843 -2.694 2.590 -2.981 2.222 -0.947
H 1.520 -3.290 2.695 2.423 -2.086 0.603
H 1.183 -2.009 1.219 -0.349 -0.794 0.692
O 0.038 1.567 -2.836 -1.462 2.741 2.203
H -0.214 2.161 -1.902 2.053 -3.606 -3.896
H 0.648 0.792 -2.811 -0.933 1.253 1.081
O -0.027 -0.997 -3.771 0.018 -3.145 4.091
H -0.328 -0.274 -4.226 -1.397 2.892 -1.643
H -0.562 -1.006 -2.888 1.426 0.100 -2.456
O -1.254 -3.121 0.931 0.331 -0.820 1.380
H -0.513 -3.309 1.607 -0.495 0.961 0.169
H -0.749 -3.306 0.161 0.572 -0.168 -1.476

Record 6
38
Properties=species:S:1:pos:R:3:forces:R:3 method="wB97M-V/def2-TZVPD" charge=-1 e_above_lowest_ev=3.010 spin_multiplicity=1 fmax_ha_per_bohr=0.0748 gap_ev=8.5235 energy_ha=-993.1271 mol_weight_da=233.187 lumo_ev=2.32
O -1.083 -2.314 0.767 1.601 -1.660 0.614
H 0.787 -1.252 -2.264 0.443 -0.546 -0.307
H 1.387 1.905 3.995 -0.183 -0.361 -0.632
O -3.870 0.397 2.009 1.446 0.890 -0.014
H -3.590 0.314 2.927 -0.468 -0.315 0.198
H -0.488 -1.311 -1.797 -1.165 0.009 0.467
O 1.588 1.217 3.331 1.653 0.294 1.058
H 2.558 1.081 3.491 -1.233 -0.061 -0.366
O 3.192 -0.015 -2.675 1.503 0.284 -0.166
H 2.297 0.064 -2.317 -1.169 0.379 0.335
H 3.552 0.844 -2.394 -0.006 -0.540 -0.242
O -0.708 2.100 1.865 -0.052 -2.099 -1.086
H -0.134 -2.219 0.521 -1.171 0.743 0.450
H -0.726 1.261 2.430 0.340 1.625 -1.440
O -2.814 -0.628 -0.395 -3.274 0.099 2.015
H -2.094 -0.110 -0.694 0.616 1.496 -0.446
H -3.504 -0.042 0.123 2.345 -1.891 -1.820
O 0.550 -0.254 0.911 0.267 -0.384 -1.731
H 1.061 1.597 -1.596 0.314 0.991 0.071
H -2.213 0.142 -2.960 -0.830 1.062 0.720
O 0.129 -1.961 -2.119 0.773 0.566 -0.212
H -0.408 1.741 0.947 -0.528 0.547 2.473
H 1.178 0.072 1.537 0.641 0.603 0.552
O -2.507 0.961 -2.469 0.811 -1.111 -1.299
H -3.015 0.757 1.657 -0.919 -0.252 0.144
H -0.829 3.523 -1.173 -1.157 -2.198 -0.403
O 3.749 -1.531 0.911 -1.267 0.577 0.784
H 2.806 -1.214 0.840 1.453 -0.659 -0.328
H 4.074 -1.731 0.036 -0.289 0.122 -0.512
O 0.742 -4.514 -0.136 -1.280 2.629 -0.048
H 1.264 -3.972 -0.764 -0.203 -0.652 0.264
H -1.647 1.386 -2.405 0.444 0.360 0.117
O -0.553 4.287 -0.744 1.596 2.962 0.395
H -0.886 4.447 0.137 -0.408 -0.837 0.032
H 0.021 -3.797 0.070 1.277 -2.327 -0.326
O 0.849 0.682 -1.676 -0.766 -1.324 0.348
H 0.883 -0.051 -0.034 -0.504 0.474 0.757
H -1.598 -1.866 0.110 -0.653 0.504 -0.418